Record 1
Molecular formula: C4H10N2O2
Method: DFT, ωB97M-V/def2-TZVPD

For the HOMO energy, the calculation gives -7.9 eV. Its SMILES is [H]/N=N/OC.C/C=C/O. The energy relative to the best compared isomer or geometry (same formula, charge and spin) comes out at 6.311 eV. Its HOMO-LUMO gap is 7.6 eV. The calculation puts the LUMO energy at -0.3 eV.

Geometry (Å):
H  -0.35  -2.89  1.95
N  -1.00  -2.41  1.31
N  -0.55  -2.18  0.21
O  -1.01  -0.78  -0.42
C  -1.95  -0.06  0.35
H  -1.45  0.44  1.18
H  -2.48  0.63  -0.31
H  -2.68  -0.76  0.79
C  0.71  2.07  -1.01
C  0.98  0.61  -0.81
C  1.71  0.14  0.22
O  1.95  -1.16  0.44
H  -0.33  2.24  -1.24
H  0.99  2.65  -0.13
H  1.30  2.45  -1.86
H  0.84  -0.02  -1.68
H  2.04  0.77  1.03
H  1.29  -1.74  -0.02


Record 2
Molecular formula: C4H10N2O2
Method: DFT, ωB97M-V/def2-TZVPD

For the HOMO energy, the calculation gives -7.2 eV. The energy relative to the best compared isomer or geometry (same formula, charge and spin) comes out at 6.759 eV. Its HOMO-LUMO gap is 7.9 eV. The calculation puts the LUMO energy at 0.6 eV.

Geometry (Å):
C  -0.66  -0.18  1.52
C  -0.41  -0.66  0.12
N  1.14  -0.90  -0.18
C  -1.24  -1.55  -0.49
H  1.56  -1.38  0.62
H  1.22  -1.42  -1.05
H  0.26  -0.03  2.09
H  -1.16  0.79  1.49
H  -1.30  -0.87  2.07
H  -1.06  -1.90  -1.50
H  -2.19  -1.79  -0.03
N  -0.96  1.96  -0.65
C  1.94  0.47  -0.42
O  0.01  0.95  -0.81
O  2.73  0.51  -1.32
H  -1.36  2.11  -1.57
H  -0.47  2.82  -0.39
H  1.96  1.08  0.49


Record 3
Molecular formula: C4H10N2O2
Method: DFT, ωB97M-V/def2-TZVPD

For the HOMO energy (spin up / spin down), the calculation gives -7.4 / -7.4 eV. The energy relative to the best compared isomer or geometry (same formula, charge and spin) comes out at 8.505 eV. Its HOMO-LUMO gap (spin up / spin down) is 8.4 / 8.4 eV. The calculation puts the LUMO energy (spin up / spin down) at 1.0 / 1.0 eV.

Geometry (Å):
C  -1.18  0.02  -1.55
C  -1.58  0.93  1.96
C  2.46  -0.77  -0.80
C  0.19  0.86  0.27
N  -1.28  -1.14  -1.20
N  0.62  -0.35  0.67
O  -0.60  1.65  1.18
O  1.97  -0.72  0.47
H  -1.65  0.58  -2.35
H  -2.57  1.10  1.39
H  -1.81  1.59  2.84
H  -1.34  -0.15  2.09
H  2.53  0.28  -1.38
H  2.01  -1.59  -1.40
H  3.53  -0.95  -0.52
H  0.65  1.52  -0.37
H  -1.91  -1.78  -1.62
H  -0.03  -1.08  0.32


Record 4
Molecular formula: C4H10N2O2
Method: DFT, ωB97M-V/def2-TZVPD

For the HOMO energy, the calculation gives -9.8 eV. Its SMILES is CCCC(=O)N(N)O. The energy relative to the best compared isomer or geometry (same formula, charge and spin) comes out at 3.720 eV. Its HOMO-LUMO gap is 10.6 eV. The calculation puts the LUMO energy at 0.8 eV.

Geometry (Å):
C  -0.20  1.41  1.42
C  0.16  1.76  -0.02
C  -0.25  0.65  -1.02
C  0.66  -0.52  -0.78
O  1.77  -0.65  -1.23
N  0.14  -1.43  0.16
N  -0.93  -2.24  -0.28
O  1.13  -2.20  0.78
H  -1.27  1.23  1.51
H  0.32  0.52  1.74
H  0.06  2.24  2.07
H  -0.36  2.68  -0.31
H  1.23  1.93  -0.11
H  -0.09  1.02  -2.04
H  -1.29  0.39  -0.88
H  -1.03  -2.28  -1.28
H  -1.80  -1.99  0.17
H  1.76  -2.52  0.10


Record 5
Molecular formula: C4H10N2O2
Method: DFT, ωB97M-V/def2-TZVPD

For the HOMO energy, the calculation gives -9.6 eV. Its SMILES is NC(=O)[C@H](N)CCO. The energy relative to the best compared isomer or geometry (same formula, charge and spin) comes out at 1.367 eV. Its HOMO-LUMO gap is 10.3 eV. The calculation puts the LUMO energy at 0.7 eV.

Geometry (Å):
N  -1.60  2.10  -0.65
C  -1.07  0.94  -1.13
O  -1.61  0.24  -1.96
C  0.24  0.51  -0.47
N  1.03  -0.33  -1.36
C  -0.16  -0.29  0.79
C  1.00  -0.95  1.53
O  0.90  -2.38  1.53
H  -1.18  2.51  0.17
H  -2.53  2.38  -0.89
H  0.92  1.31  -0.16
H  1.01  0.02  -2.31
H  0.75  -1.30  -1.39
H  -0.84  -1.11  0.51
H  -0.77  0.36  1.42
H  1.98  -0.66  1.16
H  0.96  -0.68  2.59
H  0.98  -2.68  0.62


Record 6
Molecular formula: C4H10N2O2
Method: DFT, ωB97M-V/def2-TZVPD

For the HOMO energy, the calculation gives -9.0 eV. Its SMILES is CN1[C@@H](O)O[C@]1(C)N. The energy relative to the best compared isomer or geometry (same formula, charge and spin) comes out at 2.603 eV. Its HOMO-LUMO gap is 9.9 eV. The calculation puts the LUMO energy at 0.9 eV.

Geometry (Å):
C  0.70  -1.62  0.40
N  -0.37  -0.64  0.44
C  -0.36  0.43  1.53
O  0.66  0.30  2.46
O  -0.26  1.51  0.71
C  -0.49  0.33  -0.58
C  0.61  0.56  -1.59
N  -1.75  0.42  -1.11
H  0.56  -2.28  -0.45
H  1.71  -1.18  0.35
H  0.64  -2.20  1.32
H  -1.30  0.35  2.10
H  1.44  0.73  2.07
H  0.66  -0.30  -2.27
H  0.41  1.45  -2.17
H  1.57  0.68  -1.08
H  -2.49  0.22  -0.45
H  -1.93  1.24  -1.67


Record 7
Molecular formula: C4H10N2O2
Method: DFT, ωB97M-V/def2-TZVPD

For the HOMO energy, the calculation gives -8.9 eV. Its SMILES is CCN=O.CCN=O. The energy relative to the best compared isomer or geometry (same formula, charge and spin) comes out at 7.709 eV. Its HOMO-LUMO gap is 8.6 eV. The calculation puts the LUMO energy at -0.3 eV.

Geometry (Å):
C  2.80  0.12  1.23
C  1.98  -0.91  0.47
N  0.52  -0.90  1.07
O  0.22  -0.01  1.85
H  3.80  0.16  0.77
H  2.34  1.09  1.14
H  2.85  -0.12  2.22
H  1.99  -0.61  -0.50
H  2.37  -1.80  0.61
C  -2.61  -0.30  -0.45
C  -2.14  0.71  -1.58
N  -1.07  1.49  -0.99
O  0.08  1.04  -0.98
H  -1.80  -0.44  0.29
H  -3.53  0.00  -0.04
H  -2.78  -1.32  -0.82
H  -2.02  0.36  -2.56
H  -2.99  1.43  -1.71


Record 8
Molecular formula: C4H10N2O3
Method: DFT, ωB97M-V/def2-TZVPD

For the HOMO energy, the calculation gives -9.3 eV. Its SMILES is [H]/N=C(/C)O.NC(=O)CO. The energy relative to the best compared isomer or geometry (same formula, charge and spin) comes out at 0.390 eV. Its HOMO-LUMO gap is 9.8 eV. The calculation puts the LUMO energy at 0.4 eV.

Geometry (Å):
H  1.69  1.84  -1.08
N  1.32  1.19  -0.39
C  1.97  0.13  -0.22
C  1.51  -0.90  0.76
O  3.10  -0.22  -0.85
H  0.84  -1.60  0.25
H  0.97  -0.43  1.57
H  2.37  -1.46  1.13
H  3.37  0.44  -1.51
N  -1.94  -0.46  1.31
C  -1.79  -0.75  0.00
O  -1.64  -1.87  -0.43
C  -1.82  0.50  -0.87
O  -1.42  1.66  -0.18
H  -2.05  0.50  1.58
H  -1.97  -1.19  2.00
H  -1.21  0.32  -1.77
H  -2.85  0.66  -1.20
H  -0.45  1.63  -0.09


Record 9
Molecular formula: C4H10N2O3
Method: DFT, ωB97M-V/def2-TZVPD

For the HOMO energy (spin up / spin down), the calculation gives -8.4 / -8.4 eV. The energy relative to the best compared isomer or geometry (same formula, charge and spin) comes out at 4.337 eV. Its HOMO-LUMO gap (spin up / spin down) is 8.2 / 8.2 eV. The calculation puts the LUMO energy (spin up / spin down) at -0.2 / -0.2 eV.

Geometry (Å):
C  0.19  -1.55  1.77
C  1.21  -0.72  -0.36
O  0.25  -1.68  0.36
O  2.17  -0.25  0.22
H  1.29  -1.19  -1.35
H  -0.61  -0.85  2.03
H  1.14  -1.16  2.15
H  -0.02  -2.53  2.19
C  0.19  1.94  0.35
C  -0.14  0.79  -0.56
N  -1.99  -0.39  -1.21
O  0.01  1.08  -1.93
N  -1.29  0.13  -0.23
H  0.93  1.28  -2.10
H  -1.55  -0.44  -2.13
H  -2.63  -1.12  -0.91
H  -0.10  1.70  1.37
H  1.27  2.09  0.35
H  -0.30  2.86  0.02


Record 10
Molecular formula: C4H10N2O3
Method: DFT, ωB97M-V/def2-TZVPD

For the HOMO energy, the calculation gives -8.2 eV. Its SMILES is C[C@H](C(=O)O)[C@H](N)ON. The energy relative to the best compared isomer or geometry (same formula, charge and spin) comes out at 4.441 eV. Its HOMO-LUMO gap is 8.8 eV. The calculation puts the LUMO energy at 0.6 eV.

Geometry (Å):
C  0.62  1.63  -0.02
C  -0.42  0.62  -0.43
C  -1.48  0.51  1.10
O  -1.06  0.22  2.19
O  -2.68  1.09  0.92
C  -0.34  -0.79  -0.72
N  -0.27  -1.85  0.14
O  1.18  -0.53  -1.60
N  2.34  -0.96  -0.95
H  1.02  1.41  0.97
H  0.23  2.64  -0.02
H  1.48  1.69  -0.68
H  -1.15  1.07  -1.10
H  -3.18  1.07  1.77
H  -0.92  -1.04  -1.61
H  -0.36  -2.78  -0.22
H  0.24  -1.70  1.01
H  2.22  -1.91  -0.61
H  2.53  -0.38  -0.13


Record 11
Molecular formula: C4H10N2OS
Method: DFT, ωB97M-V/def2-TZVPD

For the HOMO energy, the calculation gives -8.8 eV. Its SMILES is NC[C@@H](CS)NC=O. The energy relative to the best compared isomer or geometry (same formula, charge and spin) comes out at 2.378 eV. Its HOMO-LUMO gap is 9.6 eV. The calculation puts the LUMO energy at 0.7 eV.

Geometry (Å):
N  -1.43  1.60  0.31
C  -0.06  1.21  0.56
C  -0.01  -0.41  0.36
C  -0.67  -1.08  -0.75
S  -2.32  -1.70  -0.10
N  1.42  -0.76  0.28
C  2.38  -0.51  -0.80
O  2.06  0.15  -1.83
H  -1.79  2.40  0.78
H  -1.59  1.83  -0.72
H  0.18  1.34  1.63
H  0.66  1.98  0.06
H  -0.42  -0.73  1.36
H  -0.91  -0.36  -1.52
H  -0.13  -1.86  -1.23
H  -2.36  -0.87  1.03
H  1.69  -1.36  1.04
H  3.31  -0.88  -0.47


Record 12
Molecular formula: C4H10N2OS
Method: DFT, ωB97M-V/def2-TZVPD

For the HOMO energy, the calculation gives -7.8 eV. Its SMILES is CN/N=C\OCSC. The energy relative to the best compared isomer or geometry (same formula, charge and spin) comes out at 6.975 eV. Its HOMO-LUMO gap is 8.5 eV. The calculation puts the LUMO energy at 0.7 eV.

Geometry (Å):
C  3.65  0.84  -0.45
N  2.27  0.05  -0.38
N  1.87  -0.09  0.90
C  0.70  -0.50  0.86
O  0.15  -1.08  -0.16
C  -1.27  -1.13  -0.03
S  -2.27  0.16  -0.68
C  -2.56  1.35  0.59
H  3.71  2.12  -0.25
H  4.37  0.37  0.39
H  4.13  0.46  -1.49
H  1.55  -0.18  -1.24
H  0.22  -0.89  1.87
H  -1.51  -1.35  1.15
H  -1.27  -2.16  -0.64
H  -2.80  0.64  1.56
H  -3.75  1.88  0.45
H  -1.68  2.03  0.91


Record 13
Molecular formula: C4H10N2OS
Method: DFT, ωB97M-V/def2-TZVPD

For the HOMO energy, the calculation gives -7.9 eV. The energy relative to the best compared isomer or geometry (same formula, charge and spin) comes out at 5.114 eV. Its HOMO-LUMO gap is 5.3 eV. The calculation puts the LUMO energy at -2.7 eV.

Geometry (Å):
O  2.31  0.02  -0.64
C  1.22  0.05  0.15
N  0.70  1.32  0.26
C  -0.74  1.51  0.31
C  -1.42  1.04  -0.98
S  -3.30  -0.93  0.02
C  0.72  -1.06  0.73
N  1.54  -2.23  0.62
H  1.17  1.99  -0.32
H  -1.19  0.97  1.14
H  -0.88  2.58  0.47
H  -0.92  0.24  -1.53
H  -1.95  1.83  -1.50
H  -2.35  0.42  -0.72
H  -0.31  -1.15  1.02
H  2.70  -0.86  -0.49
H  1.55  -2.80  1.46
H  1.14  -2.93  -0.01


Record 14
Molecular formula: C4H10N2OS
Method: DFT, ωB97M-V/def2-TZVPD

For the HOMO energy, the calculation gives -8.4 eV. Its SMILES is C=S1(=O)NCCCN1. The energy relative to the best compared isomer or geometry (same formula, charge and spin) comes out at 4.807 eV. Its HOMO-LUMO gap is 9.2 eV. The calculation puts the LUMO energy at 0.7 eV.

Geometry (Å):
C  0.24  0.29  2.86
S  0.00  0.61  1.17
O  -0.85  1.69  0.86
N  -0.76  -0.83  0.59
C  -1.24  -0.66  -0.76
C  -0.01  -0.62  -1.65
C  0.90  0.60  -1.30
N  1.33  0.49  0.10
H  0.49  1.22  3.29
H  0.94  -0.52  2.83
H  -1.52  -1.00  1.19
H  -1.81  0.24  -1.10
H  -1.91  -1.47  -1.10
H  0.58  -1.50  -1.61
H  -0.27  -0.52  -2.83
H  1.91  0.85  -1.73
H  0.21  1.51  -1.35
H  1.78  -0.36  0.52


Record 15
Molecular formula: C4H10N2OS
Method: DFT, ωB97M-V/def2-TZVPD

For the HOMO energy (spin up / spin down), the calculation gives -8.8 / -7.4 eV. The energy relative to the best compared isomer or geometry (same formula, charge and spin) comes out at 5.726 eV. Its HOMO-LUMO gap (spin up / spin down) is 8.6 / 7.1 eV. The calculation puts the LUMO energy (spin up / spin down) at -0.2 / -0.3 eV.

Geometry (Å):
C  1.29  -0.32  -0.19
C  0.04  -0.45  0.81
C  1.84  2.08  0.01
C  -1.62  -1.68  -0.59
N  1.41  0.94  -0.75
N  -1.24  -0.55  0.26
O  -3.42  0.41  -0.39
S  -2.24  0.81  0.32
H  1.98  -0.86  0.46
H  1.16  -0.92  -1.01
H  0.40  -1.30  1.56
H  -0.10  0.55  1.44
H  2.83  2.21  -0.29
H  1.34  2.90  -0.30
H  1.62  2.09  1.07
H  -2.37  -2.37  0.04
H  -2.17  -1.35  -1.39
H  -0.75  -2.18  -1.05


Record 16
Molecular formula: C4H10N2OS
Method: DFT, ωB97M-V/def2-TZVPD

For the HOMO energy, the calculation gives -7.3 eV. Its SMILES is [NH3+]/C=C(\[O-])NCCS. The energy relative to the best compared isomer or geometry (same formula, charge and spin) comes out at 2.419 eV. Its HOMO-LUMO gap is 7.6 eV. The calculation puts the LUMO energy at 0.4 eV.

Geometry (Å):
N  -2.46  -0.89  -0.98
C  -1.55  -0.22  -0.03
C  -0.69  -1.16  0.57
O  -0.97  -2.38  0.43
N  0.39  -0.81  1.35
C  1.05  0.48  1.26
C  1.88  0.63  -0.03
S  1.29  2.04  -1.09
H  -3.35  -0.43  -1.03
H  -2.06  -0.99  -1.91
H  -2.56  -1.83  -0.57
H  -1.75  0.82  0.13
H  0.91  -1.64  1.60
H  0.32  1.28  1.40
H  1.69  0.58  2.13
H  1.89  -0.24  -0.69
H  2.94  0.73  0.23
H  0.00  1.82  -0.83


Record 17
Molecular formula: C4H10N2S
Method: DFT, ωB97M-V/def2-TZVPD

For the HOMO energy (spin up / spin down), the calculation gives -6.8 / -6.8 eV. The energy relative to the best compared isomer or geometry (same formula, charge and spin) comes out at 4.798 eV. Its HOMO-LUMO gap (spin up / spin down) is 7.5 / 7.5 eV. The calculation puts the LUMO energy (spin up / spin down) at 0.6 / 0.6 eV.

Geometry (Å):
C  0.06  -0.28  -1.83
C  0.77  0.57  -0.79
C  0.54  0.28  1.98
C  -0.09  1.69  1.95
N  -0.78  -1.04  -0.88
N  -0.97  -2.29  -1.20
S  0.69  -0.68  0.47
H  -0.57  0.22  -2.67
H  0.71  -0.97  -2.29
H  1.82  0.82  -1.03
H  0.33  1.48  -0.60
H  0.28  -0.39  2.74
H  0.65  2.41  1.76
H  -0.68  1.85  2.88
H  -0.98  1.86  1.29
H  -0.15  -2.91  -1.25
H  -1.63  -2.61  -0.53


Record 18
Molecular formula: C4H10N3
Method: DFT, ωB97M-V/def2-TZVPD

For the HOMO energy, the calculation gives -13.8 eV. Its SMILES is C/C=[N+]1\CNCN1. The energy relative to the best compared isomer or geometry (same formula, charge and spin) comes out at 3.626 eV. The net charge is +1. Its HOMO-LUMO gap is 9.6 eV. The calculation puts the LUMO energy at -4.2 eV.

Geometry (Å):
C  -2.47  -0.16  -0.07
C  -1.40  0.77  0.14
N  -0.10  0.51  -0.10
C  0.29  -1.00  -0.10
N  1.72  -1.05  0.14
C  2.24  0.39  -0.12
N  1.04  1.24  -0.22
H  -2.06  -1.27  -0.11
H  -3.05  -0.08  -0.92
H  -3.07  -0.01  0.82
H  -1.71  1.80  0.29
H  -0.02  -1.38  -1.18
H  -0.10  -1.62  0.72
H  1.90  -1.39  1.13
H  2.91  0.68  0.68
H  2.83  0.32  -1.01
H  1.05  2.24  -0.08


Record 19
Molecular formula: C4H10N3
Method: DFT, ωB97M-V/def2-TZVPD

For the HOMO energy, the calculation gives -14.5 eV. The energy relative to the best compared isomer or geometry (same formula, charge and spin) comes out at 4.763 eV. The net charge is +1. Its HOMO-LUMO gap is 8.9 eV. The calculation puts the LUMO energy at -5.6 eV.

Geometry (Å):
C  -0.36  0.82  0.17
C  -2.41  -0.18  -0.20
C  1.29  -0.94  -0.02
C  2.50  0.01  0.08
N  -1.81  0.96  0.44
N  0.05  -0.53  0.14
N  -1.76  -1.34  0.16
H  -0.13  1.28  -0.77
H  0.13  1.32  0.97
H  -3.39  -0.40  0.23
H  -2.53  -0.03  -1.31
H  1.48  -1.92  -0.30
H  3.53  -0.51  -0.19
H  2.45  0.39  1.09
H  2.55  0.99  -0.53
H  -1.97  1.09  1.43
H  -1.88  -2.09  -0.50


Record 20
Molecular formula: C4H10N3O
Method: DFT, ωB97M-V/def2-TZVPD

For the HOMO energy (spin up / spin down), the calculation gives -12.0 / -12.3 eV. The energy relative to the best compared isomer or geometry (same formula, charge and spin) comes out at 3.589 eV. The net charge is +1. Its HOMO-LUMO gap (spin up / spin down) is 7.7 / 8.4 eV. The calculation puts the LUMO energy (spin up / spin down) at -4.3 / -3.9 eV.

Geometry (Å):
C  1.73  -0.51  -0.38
C  0.29  -0.78  -0.86
C  0.92  1.74  0.31
C  -0.85  -0.17  -0.13
N  1.86  0.79  0.09
N  -1.94  0.40  -0.69
N  -1.14  -0.96  1.09
O  2.54  -1.38  -0.41
H  0.27  -0.22  -1.81
H  0.20  -1.89  -1.11
H  0.62  2.48  -0.46
H  0.77  2.10  1.34
H  2.57  0.72  0.82
H  -1.86  0.16  -1.73
H  -2.26  1.25  -0.29
H  -1.44  -0.52  1.98
H  -0.39  -1.64  1.34
H  -1.89  -1.55  0.91